The following is a DFT calculation (ωB97M-V/def2-TZVPD) of C37H41BClIrN3O6 as an isolated structure.

Calculated values
- Highest occupied orbital energy: -3.74 eV
- Kohn-Sham gap: 5.698 eV
- Electronic energy: -71835.0935 eV
- Relative energy (zero: lowest compared OMol25 entry of this formula, charge and spin): 3.2 kcal/mol
- LUMO energy: 2.0 eV
- Total charge: -1

```
90
Properties=species:S:1:pos:R:3:forces:R:3
Ir -0.120395 0.207700 -0.176176 0.00 -0.07 -0.08
O 2.814255 0.099330 6.484518 -0.01 -0.01 0.04
C 1.402378 0.130666 6.316121 0.03 0.01 0.00
C 1.056297 -0.373758 4.945682 -0.04 0.00 -0.04
C -0.097045 -1.099301 4.725348 0.01 0.02 -0.05
C -0.431348 -1.441479 3.426987 -0.09 0.00 0.06
N 0.351705 -1.146485 2.397597 -0.01 -0.01 -0.03
C 1.493509 -0.472811 2.587375 0.12 0.02 0.15
C 1.859677 -0.062220 3.854817 0.05 0.03 0.07
C 2.400329 -0.209723 1.437733 0.01 0.06 -0.22
C 3.766083 -0.304538 1.652549 -0.02 -0.03 0.11
C 4.662432 -0.092007 0.616677 0.03 0.03 -0.10
C 6.145597 -0.171475 0.857783 0.00 0.00 0.00
O 6.581763 0.725752 1.872830 -0.01 0.00 0.01
C 4.138275 0.199594 -0.630359 -0.04 -0.03 0.08
C 2.765270 0.262992 -0.793548 0.09 -0.02 0.06
N 1.903315 0.081371 0.214494 -0.15 -0.02 -0.04
H 3.026573 0.476956 7.342563 0.00 0.02 -0.03
H 1.029237 1.157433 6.410526 -0.02 -0.01 0.00
H 0.897653 -0.482192 7.068817 0.01 -0.02 0.00
H -0.763260 -1.363678 5.534760 -0.01 0.00 0.00
H -1.344242 -1.958740 3.173129 0.00 0.02 0.00
H 2.760418 0.514849 4.003262 0.00 -0.01 -0.03
H 4.133876 -0.576666 2.632961 -0.01 0.01 0.00
H 6.680084 0.009087 -0.080444 0.00 0.00 0.00
H 6.417981 -1.166795 1.211471 0.00 0.00 -0.01
H 6.213216 1.594179 1.678871 0.01 0.00 0.00
H 4.777959 0.368632 -1.487004 0.01 0.00 0.00
H 2.321846 0.452529 -1.757357 0.02 0.00 0.00
C 1.285183 2.457851 -6.290736 0.00 0.00 0.00
C 1.021129 2.381905 -4.807007 -0.01 -0.01 0.01
C 1.120709 3.521690 -4.016745 -0.01 0.02 -0.01
C 0.848944 3.419051 -2.657208 0.02 -0.02 -0.02
C 0.900291 4.633393 -1.765087 0.01 -0.01 0.00
C 0.506567 2.195041 -2.108522 0.01 0.06 0.02
C 0.413804 0.989845 -2.862733 -0.07 0.00 0.06
C 0.676821 1.161261 -4.250202 0.08 0.02 -0.03
N 0.146678 -0.191819 -2.225859 0.04 0.10 -0.03
C -0.297907 -1.346440 -3.027890 -0.04 -0.05 0.06
C -1.478932 -1.002048 -3.961286 -0.01 0.00 -0.02
C -1.924283 -2.239929 -4.747277 -0.01 0.00 0.00
C -2.436853 -3.305522 -3.777158 0.00 0.00 0.01
C -1.305373 -3.680271 -2.820004 0.03 0.01 -0.03
C -0.147479 -4.280152 -3.619344 0.00 -0.01 0.01
C 0.382531 -3.222350 -4.588748 0.01 0.01 -0.01
C -0.739007 -2.797235 -5.543945 0.00 -0.01 -0.01
C 0.870813 -2.002613 -3.797544 0.02 -0.06 0.01
C -0.823099 -2.429622 -2.081390 -0.06 0.06 0.03
H 1.523041 3.477578 -6.595618 0.00 0.00 0.00
H 0.413539 2.129315 -6.861030 0.00 0.00 0.00
H 2.121811 1.816184 -6.576759 0.00 0.00 0.00
H 1.382702 4.478171 -4.456286 0.00 0.00 0.00
H 1.116763 5.534319 -2.340405 0.00 0.00 0.00
H 1.670508 4.525604 -0.997669 0.00 0.00 0.00
H -0.051184 4.775079 -1.249358 0.00 0.00 0.00
H 0.269612 2.237752 -1.044418 -0.05 -0.12 0.01
H 0.614345 0.326131 -4.927428 0.03 0.01 0.02
H -1.237610 -0.201215 -4.658575 -0.03 -0.04 0.01
H -2.287864 -0.630573 -3.326683 -0.01 -0.01 0.01
H -2.724511 -1.955787 -5.439094 0.00 0.00 0.00
H -2.782222 -4.190419 -4.325795 0.00 0.00 0.00
H -3.287142 -2.911478 -3.212870 0.00 0.00 0.00
H -1.660202 -4.405891 -2.080519 0.01 0.02 -0.02
H -0.483550 -5.167278 -4.169525 0.00 0.00 0.00
H 0.648637 -4.597795 -2.937742 0.00 0.00 0.00
H 1.217608 -3.633179 -5.167389 0.00 -0.01 0.00
H -1.060485 -3.656230 -6.144595 0.00 0.00 0.00
H -0.367485 -2.035638 -6.239430 0.00 0.00 0.00
H 1.373773 -1.309476 -4.471032 -0.01 0.00 0.01
H 1.614562 -2.313724 -3.054442 0.00 0.01 0.00
H -0.007027 -2.697178 -1.416640 -0.01 -0.01 -0.02
H -1.631815 -2.004156 -1.485313 0.03 -0.03 0.02
Cl -2.410389 0.442096 -0.593102 0.01 0.07 0.02
O -1.891823 0.811443 2.956556 -0.08 -0.05 0.00
C -1.046934 1.571649 2.513756 0.03 -0.10 0.07
O -0.234977 1.402601 1.536202 0.15 0.15 0.00
H -0.871272 2.544192 3.023914 -0.04 0.04 -0.05
O 1.017318 -2.555437 0.532210 -0.01 -0.02 -0.12
B -0.090980 -1.580804 0.829719 -0.02 0.01 0.06
O -1.293412 -2.401236 0.986057 0.06 -0.03 0.02
C -0.902982 -3.691103 0.909402 0.13 -0.03 -0.07
C -1.686594 -4.817982 1.003795 -0.01 -0.02 0.02
C -1.065044 -6.062954 0.835120 0.00 0.01 0.01
C 0.291938 -6.154062 0.575262 0.00 0.03 0.01
C 1.085588 -5.002961 0.473292 0.00 -0.06 0.02
C 0.473693 -3.783234 0.648332 -0.15 0.05 -0.01
H -2.750480 -4.731945 1.183595 0.00 0.00 0.00
H -1.659148 -6.965925 0.901222 0.00 0.00 0.00
H 0.748045 -7.126958 0.440351 0.00 0.00 0.00
H 2.143275 -5.061236 0.249236 0.00 0.00 0.00
```
Positions in Å, forces in eV/Å.


The following is a DFT calculation (ωB97M-V/def2-TZVPD) of C37H41BFeN3O6STe as an isolated structure.

Calculated values
- Highest occupied orbital energy (spin up / spin down): -5.61 / -5.59 eV
- Kohn-Sham gap (spin up / spin down): 7.799 / 7.773 eV
- Electronic energy: -108986.3958 eV
- Relative energy (zero: lowest compared OMol25 entry of this formula, charge and spin): 0.0 kcal/mol
- LUMO energy (spin up / spin down): 2.2 / 2.2 eV
- Total charge: -1

```
91
Properties=species:S:1:pos:R:3:forces:R:3
Fe -0.375243 0.652549 1.115349 0.42 0.05 0.42
O -1.989478 -2.717937 -0.345134 0.01 -0.03 -0.02
C -1.337239 -1.771262 0.079136 -0.03 0.08 -0.01
O -1.700013 -0.553567 0.211035 -0.02 0.01 -0.12
C 0.105318 -2.017728 0.511982 -0.01 -0.03 0.01
C 0.795069 -3.212516 0.409318 0.09 0.00 0.02
C 2.106993 -3.256200 0.867862 -0.08 0.00 -0.02
C 2.683084 -2.128158 1.440295 0.02 0.03 0.01
C 1.921735 -0.974766 1.518065 0.00 -0.02 -0.03
N 0.688143 -0.946662 1.035970 -0.08 -0.01 -0.03
C 2.348561 0.329039 2.161879 0.08 0.13 0.13
O 3.488591 0.443356 2.599229 -0.07 0.00 -0.02
O 1.423525 1.228270 2.201079 -0.14 0.03 -0.18
H 0.294758 -4.065651 -0.026436 0.00 0.00 0.00
H 2.677654 -4.173609 0.791051 0.00 0.00 0.00
H 3.691620 -2.119036 1.828928 0.00 0.00 0.00
O -1.105889 -0.109795 2.966530 -0.02 -0.15 -0.13
S -1.440626 0.289173 4.373790 0.01 0.09 0.01
C -2.415990 1.824271 4.368726 0.01 -0.02 0.01
C -1.439794 2.987537 4.448132 -0.01 -0.01 -0.02
C -0.394139 2.555239 5.470513 -0.01 0.01 -0.02
C 0.022246 1.146066 5.060007 -0.01 -0.01 0.03
H -3.042627 1.765883 5.263167 0.00 0.00 0.00
H -3.052583 1.806441 3.486683 -0.01 -0.01 0.04
H -1.948363 3.913028 4.720466 -0.01 0.00 0.00
H -0.969843 3.142288 3.475421 0.00 0.00 -0.01
H -0.823941 2.553601 6.477172 0.00 0.01 -0.01
H 0.470337 3.220868 5.476763 0.02 0.01 0.00
H 0.433543 0.541278 5.866955 0.01 0.00 0.00
H 0.719499 1.167616 4.220111 0.00 0.00 -0.01
B -3.870640 3.727729 1.522507 0.03 0.01 0.02
C -2.613807 2.789066 1.303937 0.10 0.09 -0.12
N -1.669375 2.135702 1.203796 -0.10 0.01 0.01
H -3.509502 4.611672 2.279441 -0.01 0.03 0.03
H -4.212392 4.181384 0.449048 0.00 0.00 -0.01
H -4.753227 3.059547 2.023391 0.00 -0.01 0.00
C -0.964030 7.247910 4.017179 0.00 0.01 0.00
C -0.307731 6.254002 3.098423 0.00 0.00 0.02
C -0.823911 5.988287 1.844089 -0.01 -0.06 -0.01
C -0.241256 5.051142 0.993059 -0.01 0.01 0.01
C -0.865116 4.854694 -0.356585 -0.03 0.00 -0.02
C 0.888785 4.357877 1.431346 -0.01 -0.08 -0.03
Te 2.022032 3.055143 0.186387 0.26 -0.03 -0.05
N 0.784828 1.590306 -0.427575 -0.15 0.03 -0.25
C 1.534840 1.035029 -1.394011 -0.23 -0.10 0.24
O 2.639452 1.510069 -1.739818 0.08 0.02 0.01
C 1.001815 -0.166715 -2.095902 0.09 0.00 -0.09
C -0.343718 -0.278987 -2.419657 -0.02 -0.02 0.04
C -0.794142 -1.396347 -3.108252 -0.02 -0.02 0.03
C 0.094669 -2.398387 -3.466130 0.00 -0.01 0.00
C 1.443642 -2.280165 -3.152840 0.00 0.01 0.01
C 1.899757 -1.159232 -2.479704 0.00 0.01 -0.01
C 2.185911 4.459253 -1.434857 0.00 0.04 0.01
C 3.127986 5.469358 -1.176998 -0.04 0.02 0.04
C 3.836129 5.607121 0.148116 0.00 0.02 -0.01
C 3.426941 6.400545 -2.164829 0.00 0.01 -0.01
C 2.824789 6.356952 -3.411746 0.00 0.01 0.00
C 3.159365 7.361440 -4.481172 0.00 0.00 0.01
C 1.898824 5.355345 -3.644296 -0.01 0.01 0.02
C 1.559870 4.401669 -2.686538 0.03 -0.04 -0.01
C 0.526983 3.392679 -3.117445 -0.02 0.04 0.02
C 1.453485 4.623227 2.694309 -0.05 0.03 0.00
C 2.714617 3.977954 3.212513 0.02 -0.01 -0.01
C 0.833307 5.569746 3.500294 0.01 -0.01 0.02
H -1.900230 7.611785 3.595884 0.00 -0.01 0.00
H -0.312800 8.106696 4.195085 0.00 0.00 0.00
H -1.180893 6.795825 4.987181 0.00 0.00 -0.01
H -1.726601 6.488981 1.515562 -0.02 0.00 0.01
H -1.946281 4.978427 -0.289111 0.01 0.01 0.02
H -0.677814 3.858235 -0.743949 0.00 -0.08 -0.03
H -0.471829 5.590094 -1.063717 0.00 -0.02 -0.01
H -1.039691 0.485463 -2.103255 -0.01 0.01 0.03
H -1.848699 -1.500724 -3.323488 -0.01 0.00 -0.01
H -0.266872 -3.281163 -3.978469 0.00 0.00 0.00
H 2.137460 -3.064211 -3.430885 0.00 0.00 0.00
H 2.948161 -1.037490 -2.238777 0.00 0.00 0.01
H 4.431500 4.722680 0.386763 0.00 0.00 0.00
H 3.127937 5.767429 0.963549 0.00 0.01 -0.01
H 4.508951 6.463569 0.125832 0.01 -0.01 -0.01
H 4.153242 7.177065 -1.948772 0.00 0.00 0.00
H 3.888070 8.088887 -4.124244 0.00 0.00 0.00
H 2.267905 7.903790 -4.801220 0.00 0.00 0.00
H 3.576215 6.869293 -5.361822 0.00 0.00 0.00
H 1.407423 5.300766 -4.611470 0.00 0.00 0.00
H -0.362507 3.915641 -3.475019 0.00 0.00 -0.02
H 0.216017 2.721564 -2.328831 -0.05 0.03 0.03
H 0.917633 2.794802 -3.942841 0.01 -0.03 0.03
H 2.728908 2.899362 3.071100 -0.03 -0.05 -0.01
H 2.818645 4.182322 4.278838 0.00 0.01 0.00
H 3.599429 4.390026 2.719178 0.00 -0.01 0.00
H 1.256129 5.772811 4.479860 -0.01 0.00 0.01
```
Positions in Å, forces in eV/Å.


The following is a DFT calculation (ωB97M-V/def2-TZVPD) of C37H41BGeNO12P2STa as an isolated structure.

Calculated values
- Highest occupied orbital energy: -8.58 eV
- Kohn-Sham gap: 8.089 eV
- Electronic energy: -153260.9544 eV
- Relative energy (zero: lowest compared OMol25 entry of this formula, charge and spin): 0.0 kcal/mol
- LUMO energy: -0.5 eV

```
97
Properties=species:S:1:pos:R:3:forces:R:3
Ta 0.137577 -0.607569 0.349137 -0.06 0.24 -0.21
C 3.515801 -2.657104 -2.411758 0.00 0.00 0.00
C 2.111405 -2.066562 -2.467417 -0.09 0.05 0.10
O 1.696696 -1.824278 -3.805974 0.02 -0.04 -0.03
P 0.849139 -3.167473 -1.654684 -0.15 -0.14 -0.30
O 1.631077 -3.873995 -0.452403 -0.03 0.06 0.10
O 0.421603 -4.167736 -2.669049 -0.02 0.11 -0.09
O -0.197669 -2.256687 -1.037983 0.22 0.02 0.44
P 2.012994 -0.454154 -1.628149 0.20 -0.02 0.06
O 3.292717 0.398786 -1.992158 0.03 -0.09 0.06
O 2.101921 -0.762841 -0.091007 -0.05 0.13 -0.07
O 0.709147 0.264397 -1.826875 0.01 -0.03 0.14
H 3.498389 -3.664166 -2.831780 0.01 0.00 0.01
H 3.886325 -2.709179 -1.388556 0.00 -0.01 0.01
H 4.191749 -2.045482 -3.008241 -0.01 0.00 0.00
H 1.246258 -2.623149 -4.122488 -0.01 0.03 -0.02
H 1.784520 -4.806895 -0.637098 0.02 -0.09 -0.01
H -0.679945 -4.342640 -3.997316 0.08 0.01 0.07
H 3.190405 0.927976 -2.791030 -0.01 0.09 -0.10
C -1.162262 -5.884436 7.167204 0.00 0.00 -0.02
C -2.411254 -5.066526 6.812174 0.01 0.02 -0.01
C -3.637580 -5.960356 6.991654 0.01 -0.01 0.01
C -2.536168 -3.883451 7.782228 -0.02 0.00 0.01
C -2.281556 -4.534877 5.383506 0.03 0.00 0.02
C -3.194711 -4.856215 4.380506 -0.01 0.00 -0.05
C -3.090149 -4.356054 3.079079 -0.01 -0.03 0.05
C -2.034168 -3.521540 2.820580 0.01 0.05 -0.05
O -1.713089 -2.850004 1.663755 0.02 -0.01 0.09
B -0.563589 -2.094754 1.962362 -0.13 -0.04 0.08
O -0.181243 -2.334952 3.284445 0.09 0.05 -0.06
C -1.107303 -3.205791 3.798339 -0.04 -0.01 0.01
C -1.203786 -3.690187 5.077971 -0.01 -0.02 0.04
H -1.238423 -6.266462 8.187041 0.00 0.00 0.01
H -0.256052 -5.281923 7.100954 0.01 0.00 0.01
H -1.052067 -6.732752 6.489771 0.00 -0.01 0.00
H -3.686139 -6.301334 8.026807 0.00 0.00 0.01
H -3.590840 -6.844678 6.354284 0.00 -0.01 -0.01
H -4.562664 -5.424431 6.774007 -0.02 0.01 0.00
H -2.627570 -4.246509 8.807856 0.00 0.00 0.01
H -3.421363 -3.286969 7.552096 0.00 0.00 0.00
H -1.666996 -3.226867 7.736298 0.01 0.00 -0.01
H -4.021273 -5.514560 4.603225 -0.01 0.00 -0.01
H -3.814889 -4.607377 2.316862 -0.01 0.00 -0.01
H -0.467515 -3.412591 5.820202 0.01 0.01 0.00
C -0.203789 0.876418 1.533551 0.01 -0.27 -0.25
Ge -1.556965 2.014828 2.284096 0.03 -0.11 0.06
C -3.049604 0.813906 2.703397 0.01 -0.04 -0.01
C -2.880971 -0.127439 3.723883 0.00 0.02 -0.01
C -3.846583 -1.089577 3.975664 0.00 0.00 -0.01
C -4.999133 -1.133387 3.200373 0.00 0.00 0.00
C -5.186476 -0.206853 2.186774 -0.01 0.00 0.01
C -4.218580 0.763843 1.944151 0.04 0.01 -0.01
C -1.007718 2.961653 3.890414 0.03 0.04 -0.01
C -1.867468 3.093996 4.977915 0.00 0.00 0.00
C -1.470405 3.786035 6.114851 0.00 0.00 0.00
C -0.206707 4.353751 6.174991 0.00 0.00 0.00
C 0.660270 4.229868 5.097524 -0.01 0.00 0.00
C 0.259794 3.538406 3.964011 -0.01 -0.01 0.01
C -2.134434 3.221768 0.856626 -0.05 0.04 0.00
C -1.470631 3.263505 -0.369382 0.00 0.01 0.01
C -1.919076 4.087528 -1.395952 0.01 -0.01 0.00
C -3.035489 4.886274 -1.204747 -0.01 0.01 0.00
C -3.698546 4.867049 0.015713 0.00 0.00 -0.01
C -3.250386 4.041507 1.035845 0.04 -0.01 -0.01
H 0.874863 1.039813 1.757787 -0.01 0.05 0.05
H -1.976243 -0.116115 4.322864 0.02 -0.01 0.00
H -3.693251 -1.821542 4.759758 0.01 0.00 0.01
H -5.746173 -1.894081 3.387351 -0.01 0.00 0.00
H -6.085582 -0.235374 1.584227 0.00 0.00 -0.01
H -4.379565 1.486682 1.151032 -0.01 0.01 -0.02
H -2.854620 2.646862 4.943655 -0.01 -0.01 0.01
H -2.147770 3.880487 6.953726 -0.01 0.00 0.01
H 0.104567 4.891240 7.061285 0.00 0.00 0.01
H 1.647391 4.671533 5.142658 0.01 0.00 0.00
H 0.946004 3.446665 3.128972 0.01 0.00 0.00
H -0.584621 2.652827 -0.521843 0.01 0.01 0.00
H -1.392956 4.107414 -2.342020 0.01 0.00 -0.01
H -3.388400 5.526146 -2.002842 0.00 0.01 -0.01
H -4.566386 5.495221 0.169259 -0.01 0.01 0.01
H -3.777075 4.037055 1.984277 -0.02 0.00 0.01
N -1.941767 -0.130451 -0.449055 -0.04 -0.10 0.00
C -2.420240 -0.929358 -1.554657 0.03 0.04 -0.05
C -3.080661 -2.114682 -1.292926 -0.02 0.01 0.02
C -3.237944 -3.034023 -2.317207 0.03 0.03 -0.02
C -2.756591 -2.727727 -3.579438 -0.02 -0.03 0.04
C -2.209258 -1.483614 -3.863336 0.00 -0.01 -0.01
C -2.040159 -0.573717 -2.839516 -0.03 0.03 -0.03
S -2.654902 -3.995942 -4.801105 -0.04 -0.04 0.03
O -3.043431 -3.484410 -6.074700 0.02 0.02 -0.02
O -3.275264 -5.169344 -4.268235 0.03 0.01 0.00
O -1.096107 -4.198891 -4.886395 -0.05 0.00 -0.05
H -1.910561 0.861183 -0.689856 -0.05 0.00 0.03
H -2.561589 -0.218119 0.363096 0.00 0.05 -0.04
H -3.363100 -2.363657 -0.278049 0.00 -0.02 0.01
H -3.671433 -4.007090 -2.136262 -0.01 -0.01 0.01
H -1.869738 -1.258993 -4.865448 0.00 0.00 -0.01
H -1.529932 0.363368 -3.015740 0.00 0.00 -0.01
```
Positions in Å, forces in eV/Å.